No. 1
A structure of composition C31H49BFeN6S3Se2, computed with the ωB97M-V functional and the def2-TZVPD basis.

Values from the calculation:
Charge: +2
Spin multiplicity: 5
Orbital gap (spin up / spin down) in eV: 7.505 / 7.399
HOMO energy (spin up / spin down) in eV: -13.35 / -13.74

XYZ file:
```
93
C31H49BFeN6S3Se2 | the Open Molecules 2025 dataset | the ωB97M-V functional and the def2-TZVPD basis
Fe -0.018 -0.301 0.692
C -3.794 2.862 -2.316
C -2.537 3.519 -1.835
C -2.321 4.870 -1.801
C -1.116 5.441 -1.316
N -0.146 4.686 -0.832
N -0.377 3.388 -0.886
B 0.439 2.153 -0.415
N 1.757 2.009 -1.191
N 1.832 2.891 -2.208
C 2.939 2.963 -2.884
C 4.040 2.127 -2.553
C 3.938 1.185 -1.581
C 5.060 0.254 -1.238
C 2.696 1.114 -0.879
S 2.408 -0.072 0.340
C 3.026 3.991 -4.002
C 3.631 3.340 -5.254
C 1.644 4.552 -4.337
C 3.936 5.128 -3.506
N 0.658 2.220 1.136
N 1.618 3.126 1.332
C 2.268 3.191 2.465
C 2.033 2.228 3.467
C 1.023 1.329 3.328
C 0.730 0.313 4.390
C 0.221 1.384 2.140
S -1.377 0.700 2.170
C 3.289 4.316 2.565
C 2.554 5.650 2.370
C 3.998 4.310 3.919
C 4.318 4.127 1.439
C -1.453 2.785 -1.357
S -1.079 1.071 -1.212
C -0.928 6.946 -1.281
C 0.548 7.306 -1.133
C -1.712 7.476 -0.068
C -1.469 7.574 -2.574
H -4.535 3.600 -2.614
H -4.222 2.243 -1.524
H -3.588 2.212 -3.169
H -3.103 5.530 -2.152
H 4.970 2.228 -3.101
H 5.881 0.365 -1.943
H 4.721 -0.782 -1.246
H 5.434 0.456 -0.232
H 3.093 2.431 -5.531
H 4.687 3.094 -5.127
H 3.561 4.037 -6.090
H 0.998 3.782 -4.768
H 1.755 5.351 -5.072
H 1.150 4.958 -3.453
H 4.951 4.775 -3.304
H 3.539 5.577 -2.591
H 4.002 5.906 -4.269
H 2.655 2.206 4.352
H 1.580 0.217 5.064
H 0.511 -0.660 3.951
H -0.145 0.604 4.974
H 1.857 5.840 3.189
H 1.998 5.652 1.430
H 3.280 6.465 2.347
H 3.295 4.409 4.750
H 4.680 5.159 3.967
H 4.595 3.405 4.067
H 3.838 4.192 0.460
H 4.818 3.158 1.523
H 5.079 4.907 1.506
H 0.998 6.839 -0.256
H 0.635 8.388 -1.032
H 1.120 6.999 -2.014
H -1.380 6.994 0.855
H -2.786 7.310 -0.180
H -1.547 8.550 0.032
H -1.008 7.129 -3.460
H -1.234 8.639 -2.578
H -2.552 7.488 -2.664
C -3.590 -1.236 0.393
Se -1.847 -1.983 -0.002
C -1.786 -3.166 1.545
C -0.455 -3.889 1.651
Se 1.082 -2.702 1.396
C 1.546 -3.336 -0.393
H -3.632 -0.931 1.436
H -4.339 -1.993 0.182
H -3.739 -0.377 -0.256
H -2.608 -3.870 1.436
H -1.970 -2.535 2.414
H -0.358 -4.673 0.905
H -0.349 -4.335 2.636
H 1.695 -4.411 -0.330
H 2.474 -2.851 -0.679
H 0.761 -3.103 -1.107
```

***

No. 2
A structure of composition C31H49BLiNO8SSi, computed with the ωB97M-V functional and the def2-TZVPD basis.

Values from the calculation:
Charge: -2
Spin multiplicity: 1
Orbital gap in eV: 4.546
HOMO energy in eV: -0.77

XYZ file:
```
93
C31H49BLiNO8SSi | the Open Molecules 2025 dataset | the ωB97M-V functional and the def2-TZVPD basis
Li -0.846 1.701 -1.465
C -2.011 -1.208 1.790
C -1.747 0.119 1.081
C -2.865 1.110 1.376
C -0.400 0.649 1.549
O -1.670 -0.038 -0.356
Si -2.436 -1.151 -1.350
S -2.289 -0.643 -3.297
O -1.869 -2.682 -0.939
C -0.657 -3.317 -1.349
C 0.506 -2.334 -1.374
C -0.398 -4.408 -0.312
C -0.864 -3.948 -2.725
O -3.964 -1.218 -0.679
C -5.023 -2.141 -0.890
C -6.306 -1.313 -0.897
C -5.021 -3.120 0.283
C -4.900 -2.908 -2.206
H -2.042 -1.030 2.870
H -1.215 -1.920 1.580
H -2.954 -1.649 1.479
H -2.952 1.261 2.457
H -3.810 0.721 0.996
H -2.644 2.068 0.909
H -0.408 0.770 2.637
H -0.171 1.618 1.112
H 0.373 -0.079 1.298
H 0.639 -1.868 -0.399
H 0.346 -1.541 -2.103
H 1.435 -2.852 -1.626
H -0.237 -3.966 0.672
H 0.485 -4.995 -0.577
H -1.260 -5.076 -0.252
H -1.132 -3.177 -3.446
H -1.671 -4.685 -2.680
H 0.049 -4.453 -3.053
H -6.386 -0.747 0.033
H -7.190 -1.948 -1.001
H -6.276 -0.607 -1.726
H -5.137 -2.576 1.222
H -4.070 -3.652 0.308
H -5.836 -3.844 0.191
H -4.841 -2.219 -3.046
H -5.769 -3.564 -2.326
H -3.997 -3.517 -2.215
O -1.331 5.473 -0.350
C -1.332 4.326 -0.823
O -0.945 3.254 -0.303
C -1.927 4.170 -2.232
C -2.258 5.289 -2.992
C -2.771 5.099 -4.261
C -2.951 3.804 -4.727
C -2.601 2.748 -3.898
N -2.095 2.928 -2.682
H -2.095 6.263 -2.553
H -3.030 5.948 -4.887
H -3.349 3.604 -5.713
H -2.722 1.713 -4.197
C 4.703 -1.386 5.131
C 5.580 -0.263 4.561
C 6.880 -0.863 4.009
C 5.943 0.676 5.712
C 4.825 0.448 3.436
C 4.505 1.798 3.490
C 3.792 2.438 2.464
C 3.418 1.681 1.385
O 2.721 2.052 0.288
B 2.546 0.866 -0.491
O 3.248 -0.207 0.167
C 3.733 0.320 1.313
C 4.428 -0.307 2.317
H 5.229 -1.918 5.930
H 4.429 -2.111 4.365
H 3.779 -0.975 5.538
H 7.432 -1.378 4.801
H 7.517 -0.076 3.602
H 6.684 -1.577 3.211
H 6.475 0.110 6.481
H 5.056 1.115 6.170
H 6.593 1.489 5.384
H 4.798 2.386 4.348
H 3.533 3.486 2.519
H 4.648 -1.363 2.228
C 1.860 2.999 -2.416
C 1.096 1.704 -2.505
C 1.309 1.076 -3.856
O 1.860 0.701 -1.582
H 2.943 2.882 -2.642
H 1.764 3.496 -1.454
H 1.450 3.687 -3.165
H 0.846 1.715 -4.616
H 0.833 0.097 -3.933
H 2.381 0.961 -4.124
```

***

No. 3
A structure of composition C31H49F7N3RuS5Si4Te, computed with the ωB97M-V functional and the def2-TZVPD basis.

Values from the calculation:
ΔE to the lowest compared entry with this formula, charge and spin in eV: 0.242
Charge: +1
Spin multiplicity: 5
Orbital gap (spin up / spin down) in eV: 6.955 / 5.154
HOMO energy (spin up / spin down) in eV: -10.00 / -10.09

XYZ file:
```
101
C31H49F7N3RuS5Si4Te | the Open Molecules 2025 dataset | the ωB97M-V functional and the def2-TZVPD basis
Ru -0.312 0.861 -1.243
C 3.193 1.918 -1.754
C 2.435 2.774 -0.757
N 0.969 2.840 -0.963
C 0.364 3.658 0.125
C 0.669 3.190 1.531
C 0.682 3.511 -2.243
C -0.763 3.378 -2.693
N -1.188 1.976 -2.623
C -2.135 1.515 -3.520
C -2.485 0.150 -3.533
F -1.892 -0.719 -2.677
C -3.443 -0.367 -4.382
F -3.698 -1.676 -4.325
C -4.125 0.438 -5.272
C -3.818 1.784 -5.267
F -4.467 2.614 -6.080
C -2.864 2.318 -4.420
F -2.729 3.653 -4.433
H 4.226 1.833 -1.419
H 3.220 2.344 -2.757
H 2.784 0.907 -1.808
H 2.827 3.801 -0.768
H 2.604 2.382 0.244
H -0.715 3.666 -0.034
H 0.719 4.690 0.001
H 0.375 2.151 1.683
H 0.092 3.795 2.227
H 1.717 3.320 1.794
H 1.325 3.069 -3.001
H 0.948 4.575 -2.181
H -0.811 3.753 -3.715
H -1.448 3.996 -2.103
H -4.877 0.035 -5.934
F 1.864 -2.295 -7.338
C 2.769 -1.910 -6.429
F 3.496 -2.979 -6.094
F 3.581 -1.022 -7.015
C 2.081 -1.303 -5.226
C 1.899 -2.026 -4.064
C 1.239 -1.426 -3.008
N 0.766 -0.175 -3.046
C 0.925 0.500 -4.195
C 1.578 -0.015 -5.297
H 2.256 -3.041 -3.968
H 1.077 -1.978 -2.093
H 0.492 1.486 -4.238
H 1.681 0.583 -6.191
C -3.872 2.181 3.474
S -2.808 3.322 2.559
C -3.523 3.132 0.964
C -3.217 2.193 0.043
S -2.013 0.927 0.318
S -4.291 2.141 -1.330
C -5.290 3.513 -0.937
S -6.483 4.042 -1.907
S -4.858 4.199 0.596
H -3.563 2.243 4.515
H -3.739 1.162 3.117
H -4.915 2.481 3.394
C 3.112 -3.892 0.760
Si 2.912 -3.079 2.440
C 4.331 -1.888 2.728
C 2.844 -4.376 3.794
Si 0.860 -1.913 2.537
Te 1.060 -0.668 0.310
Si 0.695 -0.325 4.273
C -0.996 0.473 4.207
C 0.934 -1.264 5.879
C 2.051 0.953 4.068
Si -1.041 -3.311 2.305
C -1.272 -4.132 3.977
C -2.558 -2.315 1.855
C -0.703 -4.603 0.987
H 4.036 -4.475 0.748
H 3.185 -3.142 -0.029
H 2.288 -4.564 0.521
H 5.282 -2.398 2.560
H 4.338 -1.507 3.750
H 4.287 -1.037 2.048
H 3.803 -4.892 3.870
H 2.081 -5.128 3.586
H 2.626 -3.937 4.768
H -1.766 -0.220 4.551
H -1.252 0.794 3.195
H -1.024 1.354 4.853
H 0.239 -2.098 5.979
H 0.770 -0.593 6.725
H 1.948 -1.656 5.964
H 1.920 1.519 3.147
H 3.041 0.499 4.048
H 2.021 1.659 4.901
H -1.583 -3.411 4.735
H -0.361 -4.619 4.329
H -2.049 -4.896 3.909
H -2.776 -1.554 2.604
H -3.423 -2.979 1.786
H -2.446 -1.816 0.894
H 0.116 -5.264 1.273
H -0.450 -4.148 0.027
H -1.591 -5.220 0.837
```